No. 1
A cluster of 9 separate species, C21H54ClN16O14P in total. Source: the OMol25 dataset; level of theory: the ωB97M-V functional and the def2-TZVPD basis.

**Lowest unoccupied orbital energy**: 0.20 eV
**Frontier orbital gap**: 8.28 eV
**SMILES string**: C=C[C@@](CCCCOC(C)=O)(OC(=O)[C@@H](Cl)CC)P(O)O.NC(N)=O.NC(N)=O.NC(N)=O.NC(N)=O.NC(N)=O.NC(N)=O.NC(N)=O.NC(N)=O

Geometry (Å):
C 0.03185 0.77058 3.25889
C -0.04867 1.55721 2.18157
C -1.29206 1.86102 1.38677
C -1.01653 1.39419 -0.06406
C -1.13966 2.40529 -1.21826
C -2.57270 2.63845 -1.74343
C -3.15751 3.99698 -1.44167
O -4.14272 4.33505 -2.44871
C -5.38899 4.49788 -1.91584
C -5.62151 5.70565 -1.04697
O -6.28662 3.70290 -2.14691
O -2.34543 1.15202 2.05760
C -3.53066 1.08927 1.41756
O -4.10930 2.04242 0.94428
C -4.15420 -0.30370 1.38042
Cl -3.84016 -1.04680 -0.21445
C -3.80831 -1.18486 2.59294
C -3.65500 -2.67719 2.29644
P -1.56256 3.73867 1.58294
O -0.04285 4.34964 1.33778
O -1.67910 3.84511 3.21213
H -0.54726 -0.13263 3.37178
H 0.72840 1.03380 4.03858
H 0.85439 2.03319 1.82139
H -1.62568 0.54291 -0.35248
H 0.00523 1.02689 -0.08615
H -0.61752 3.34255 -1.04269
H -0.61670 1.94444 -2.05264
H -2.53637 2.57132 -2.82769
H -3.22577 1.83105 -1.42911
H -2.36635 4.74504 -1.47934
H -3.60825 4.05419 -0.45802
H -4.76502 6.37244 -1.05842
H -6.51351 6.22689 -1.36594
H -5.77294 5.39241 -0.01935
H -5.21746 -0.11469 1.40345
H -4.66470 -1.12173 3.25998
H -2.95930 -0.80467 3.14630
H -3.75434 -3.20157 3.23935
H -4.44839 -3.04927 1.67050
H -2.66441 -2.88501 1.90489
H 0.53953 3.70936 0.91938
H -0.79106 3.94911 3.57471
C -6.31712 -5.78126 2.67369
O -5.82476 -4.66346 2.72901
N -7.01746 -6.22537 1.59102
N -6.20556 -6.68631 3.69064
H -7.41353 -7.14793 1.53413
H -7.11462 -5.59423 0.81954
H -5.69753 -6.40179 4.50520
H -6.59417 -7.61012 3.64842
C 3.88266 0.70327 1.58045
O 2.93033 0.79116 2.34281
N 4.78945 -0.31108 1.64277
N 4.10412 1.62559 0.59155
H 5.57924 -0.40973 1.02997
H 4.65943 -0.99719 2.36100
H 3.44867 2.38049 0.50518
H 4.86701 1.57204 -0.05518
C 8.47068 -1.69653 0.53390
O 7.51532 -1.58578 1.28857
N 9.36235 -2.72359 0.64140
N 8.72263 -0.80807 -0.47389
H 10.15160 -2.83898 0.03595
H 9.20408 -3.39307 1.36992
H 8.08834 -0.04155 -0.58324
H 9.49881 -0.88800 -1.10177
C 1.92156 -0.96286 -1.40188
O 2.42293 0.13306 -1.22385
N 1.27217 -1.29043 -2.56782
N 1.95845 -1.95193 -0.46230
H 0.84920 -2.18338 -2.73696
H 1.21677 -0.58316 -3.27651
H 2.41972 -1.74085 0.40453
H 1.54979 -2.85759 -0.59126
C -7.29672 -9.94131 0.38886
O -6.84352 -9.32999 1.34509
N -7.64266 -11.25933 0.46501
N -7.48778 -9.35317 -0.82973
H -8.01315 -11.78130 -0.30518
H -7.51136 -11.71720 1.34663
H -7.23368 -8.38793 -0.91948
H -7.85617 -9.83510 -1.62665
C 5.33773 -2.12155 -4.22697
O 6.29911 -2.86902 -4.28107
N 5.12935 -1.12845 -5.14718
N 4.39007 -2.20904 -3.24546
H 4.35041 -0.49961 -5.11824
H 5.80562 -1.03460 -5.88002
H 4.51568 -2.92143 -2.55261
H 3.59274 -1.60474 -3.18415
C 4.63087 5.40075 1.12771
O 4.03350 5.02142 0.12471
N 4.65398 6.70912 1.50751
N 5.30512 4.53101 1.92695
H 5.13165 7.04035 2.32297
H 4.15822 7.36358 0.93225
H 5.28887 3.56372 1.64999
H 5.79837 4.79550 2.75750
C 3.74146 5.14153 -3.91725
O 3.93489 5.25879 -5.11626
N 2.48874 4.99786 -3.38306
N 4.75040 5.14385 -2.99755
H 2.31764 4.90446 -2.39899
H 1.71607 4.99220 -4.02007
H 5.68480 5.25062 -3.34046
H 4.58644 5.04333 -2.01196

Cartesian forces, eV/Å:
0.099 0.391 -0.277
-0.626 -0.306 0.414
1.836 -0.627 0.063
-0.027 0.651 -0.509
-0.570 -0.518 -0.267
0.285 0.044 -0.224
0.055 0.349 -0.016
-0.309 -0.170 0.285
-1.674 -1.384 -0.303
0.609 0.047 0.100
1.437 1.244 0.051
-0.373 -0.355 -0.941
-0.726 0.546 -0.267
0.786 -0.611 0.241
-0.119 0.219 0.993
0.268 0.145 -0.081
-0.454 -0.551 -0.232
0.396 0.512 0.610
-1.113 0.474 -0.101
-0.186 -0.256 -0.018
0.260 0.188 -0.354
-0.953 0.497 0.535
0.945 -0.761 -0.362
0.066 0.650 0.567
-0.244 -0.195 0.321
0.191 -0.093 0.039
0.013 0.210 0.164
0.329 -0.065 -0.013
-0.018 0.060 -0.199
-0.209 -0.019 0.160
0.038 0.176 -0.085
-0.021 -0.103 0.174
0.030 0.142 -0.077
-0.174 0.038 -0.150
-0.097 -0.179 0.147
-0.243 -0.037 -0.309
-0.116 0.296 0.143
0.256 0.099 -0.124
0.050 -0.210 0.119
-0.027 -0.134 -0.303
0.008 -0.161 -0.361
0.321 0.022 0.083
0.098 -0.248 0.331
0.018 -0.055 -0.034
-0.160 -0.184 0.057
-0.182 0.068 -0.095
-0.032 0.024 0.094
0.228 -0.109 0.020
-0.006 0.086 0.033
0.021 0.027 0.015
0.051 -0.031 -0.121
0.032 0.104 -0.393
0.121 0.003 0.013
-0.229 -0.026 -0.083
0.373 0.346 0.672
0.125 -0.092 0.123
0.098 0.004 0.088
-0.010 -0.021 -0.166
-0.132 -0.141 -0.157
0.115 -0.066 -0.122
-0.088 0.129 -0.128
-0.023 0.033 0.065
-0.027 -0.020 0.164
-0.006 0.011 -0.041
-0.018 -0.017 0.016
-0.019 0.025 -0.038
-0.010 -0.048 -0.035
-0.309 -0.100 0.196
-0.054 -0.060 -0.212
0.194 0.015 -0.078
0.150 0.053 -0.061
-0.039 -0.005 0.031
-0.108 0.065 0.031
0.000 0.063 0.064
-0.069 0.017 -0.010
-0.001 -0.087 -0.093
-0.155 0.078 0.062
0.020 0.048 0.036
-0.020 0.026 0.093
0.004 0.010 -0.033
0.009 -0.006 0.029
0.060 0.014 -0.022
-0.008 -0.028 -0.003
-0.041 0.044 0.034
0.009 0.020 0.003
0.014 -0.051 0.008
0.089 -0.061 -0.079
-0.009 0.030 0.042
0.024 -0.004 -0.022
0.034 -0.009 0.045
-0.011 0.041 -0.003
0.043 -0.018 0.185
-0.040 -0.031 -0.208
-0.027 -0.038 -0.122
0.042 -0.067 -0.157
0.011 -0.031 0.032
-0.032 0.010 -0.010
-0.080 -0.069 0.094
-0.034 0.064 0.022
0.032 0.015 0.058
-0.028 -0.029 0.023
-0.061 -0.036 -0.021
0.010 -0.046 -0.024
0.075 0.028 0.032
-0.016 0.015 -0.035
0.012 0.013 -0.055
-0.029 0.040 0.218

Here are the Mulliken charges for atoms 1 to 6, given in e: -1.00 -0.74 2.08 -0.13 -0.71 -0.78


No. 2
A cluster of 6 separate species, C21H54N2O10 in total. Source: the OMol25 dataset; level of theory: the ωB97M-V functional and the def2-TZVPD basis.

**Lowest unoccupied orbital energy**: 0.38 eV
**Frontier orbital gap**: 9.36 eV
**SMILES string**: CC1(C)CCCC(C)(C)N1O.COC[C@H](C)N.OCCO.OCCO.OCCO.OCCO

Geometry (Å):
C -0.40457 -1.23163 4.62051
C -0.66810 -1.19009 3.08155
C -2.18455 -1.07322 2.85592
C -2.71936 0.33118 3.22447
C -1.96581 1.37747 2.47210
C -0.43928 1.32271 2.61864
N -0.00029 -0.10229 2.29719
O 1.44759 -0.23314 2.29688
C 0.20676 2.24421 1.59362
C 0.09061 1.74150 3.94377
C -0.26019 -2.54804 2.47994
H -1.03500 -0.52607 5.13802
H 0.58270 -0.98291 4.92727
H -0.70031 -2.22811 4.98053
H -2.43655 -1.32193 1.83201
H -2.62674 -1.89982 3.42816
H -2.69442 0.37616 4.32961
H -3.79897 0.36827 3.08190
H -2.29914 2.38116 2.62697
H -2.08465 1.23519 1.39711
H 1.28745 1.95004 1.45368
H -0.10276 2.09322 0.55144
H 0.12470 3.29787 1.91759
H -0.19181 2.78817 4.07464
H -0.09784 1.12264 4.84276
H 1.15395 1.80901 3.99640
H -0.53656 -2.51641 1.40888
H -0.78646 -3.34034 2.97204
H 0.84102 -2.70717 2.43820
H 1.65753 0.31593 3.05896
C -2.19659 -5.34717 -2.54015
C -0.73054 -5.37052 -2.92290
O -0.66296 -4.92089 -4.29604
O -2.91173 -6.37743 -3.25924
H -2.71448 -4.37495 -2.79573
H -2.43675 -5.66720 -1.49551
H -0.25335 -6.39295 -2.79321
H -0.25188 -4.62961 -2.33003
H -0.48555 -5.70091 -4.83505
H -3.05318 -5.99987 -4.16795
C -3.32829 3.08401 -0.60884
C -4.16840 4.33168 -0.91849
O -3.33680 5.48465 -0.88551
O -2.17285 3.13752 -1.43911
H -3.76133 2.14112 -0.69150
H -3.03902 3.23619 0.49577
H -5.04442 4.42462 -0.19842
H -4.62531 4.14349 -1.90044
H -3.88346 6.29054 -0.98030
H -1.90083 4.04652 -1.50258
C -0.91146 -0.19794 -1.54312
C -1.28175 -1.33206 -2.51087
O -1.60198 -2.52690 -1.83861
O 0.39750 -0.31291 -0.89809
H -1.69640 -0.22480 -0.79367
H -0.91152 0.83439 -1.85509
H -0.51426 -1.48247 -3.27209
H -2.19491 -1.02051 -3.06944
H -0.75759 -2.77033 -1.47172
H 0.33674 -0.26277 0.05970
C 4.22466 -2.51576 0.17506
C 3.11628 -2.18831 -0.81120
O 1.92747 -2.76124 -0.21985
O 4.21925 -3.92434 0.48744
H 4.06783 -2.03384 1.11440
H 5.17791 -2.16597 -0.20850
H 3.37372 -2.63310 -1.79279
H 3.01547 -1.11917 -0.95040
H 1.29680 -2.06297 -0.44692
H 3.42392 -4.30558 0.11693
C 3.91802 1.79769 -0.19095
C 3.51014 1.98961 -1.65245
C 2.21485 2.76049 -1.65316
O 1.92736 3.28798 -2.96707
C 0.72070 4.05758 -2.99688
N 4.64329 2.67706 -2.33971
H 4.02869 2.79965 0.28872
H 4.87607 1.32400 -0.02553
H 3.08528 1.28368 0.34987
H 3.32982 1.02676 -2.12279
H 2.23426 3.53304 -0.86652
H 1.43061 2.06046 -1.31990
H -0.08062 3.32732 -2.79906
H 0.61033 4.67530 -3.90722
H 0.81268 4.81795 -2.19298
H 4.37218 3.23503 -3.11145
H 5.25740 1.96054 -2.63959

Cartesian forces, eV/Å:
-1.115 -0.303 -0.628
0.527 -0.396 0.130
0.004 0.400 0.253
-0.588 -1.675 1.221
0.939 -0.337 -0.719
0.687 -1.537 -0.694
-0.746 -0.123 -0.810
-1.504 0.295 0.512
1.544 -0.267 -0.850
-0.188 0.643 1.926
1.170 1.152 -1.384
-0.365 0.131 0.175
1.085 -0.201 -0.001
0.366 0.255 -0.044
0.171 0.167 -0.483
-0.159 0.440 0.209
0.532 0.597 -0.357
-0.066 0.128 -0.597
-0.228 0.748 0.522
-0.396 -0.290 -0.116
-0.844 0.664 0.746
-0.817 0.237 0.329
0.055 -0.466 -0.415
-0.285 -0.099 0.522
-0.715 0.619 -0.708
1.190 0.062 -0.523
-0.133 -0.211 0.395
-0.133 -0.534 0.263
-0.746 0.020 0.515
0.816 -0.095 0.279
-1.807 -0.927 0.150
-0.745 -0.558 -0.627
0.364 -0.616 0.244
-0.070 0.727 -1.731
1.101 -0.863 0.621
0.745 0.826 -0.476
-0.654 1.236 -0.056
0.900 0.399 0.512
-0.051 0.245 0.009
0.186 -0.762 1.252
2.038 3.634 2.096
-2.008 -0.989 0.209
-0.392 0.171 0.008
-0.309 -1.287 0.102
-1.146 -1.342 -0.471
-0.075 -0.492 -1.328
1.095 -0.125 -0.572
0.180 0.524 -0.130
0.438 -0.815 0.028
0.173 0.710 0.064
0.318 0.031 1.266
-0.430 1.530 -0.779
0.173 0.510 0.032
-0.191 -1.013 -0.962
-0.096 -0.146 0.522
-0.337 0.113 -1.218
0.212 -0.124 0.045
0.544 -0.090 0.464
0.394 -0.679 0.590
-0.521 0.114 0.597
-0.452 -0.749 -0.233
0.718 -0.979 0.684
0.121 0.909 -1.154
0.876 0.532 -0.457
-0.328 0.758 0.619
0.384 -0.389 -0.175
-0.390 -0.028 0.325
-0.092 0.294 0.076
-0.597 -0.205 0.228
-0.323 -0.012 -0.009
-1.145 0.719 0.801
1.250 0.565 -0.017
-0.651 0.254 -0.530
0.350 0.129 0.366
0.747 -0.026 1.065
-0.903 -0.116 1.584
-0.137 -0.549 -0.426
0.057 -0.516 -0.236
0.811 0.019 -0.209
-0.119 -0.293 -0.092
0.116 0.357 -0.488
-0.037 0.072 -0.301
-0.292 0.773 -0.266
0.180 -0.983 0.065
-0.485 -0.380 -0.037
-0.540 0.328 -0.828
0.797 -0.449 -0.479

Here are the Mulliken charges for atoms 1 to 6, given in e: -1.98 1.43 -1.27 -1.12 -0.80 1.42


No. 3
A structure of composition C21H55MnN3O13S3. Source: the OMol25 dataset; level of theory: the ωB97M-V functional and the def2-TZVPD basis.

**Lowest unoccupied orbital energy (alpha / beta)**: 0.20 / 0.19 eV
**Spin multiplicity**: 6
**Frontier orbital gap (alpha / beta)**: 8.55 / 8.55 eV

Geometry (Å):
Mn -1.29137 -1.49573 -0.22076
N -3.83451 -0.86373 0.50773
O -3.02519 0.05636 0.19186
O -5.02456 -0.69147 0.57980
O -3.31298 -2.01846 0.69153
O -0.44022 -0.00659 -1.23216
H -0.46512 0.87106 -1.61714
C 3.21528 4.11153 -0.01674
C 2.63657 4.22195 -1.42386
N 1.59424 5.22229 -1.52914
C 0.33647 4.86803 -0.92948
C -0.48430 3.78046 -1.65259
C 1.47605 5.84475 -2.82180
C 2.72932 6.55932 -3.28049
H 3.46073 5.07817 0.41945
H 4.14471 3.53436 -0.06945
H 2.55462 3.56643 0.66042
H 3.41737 4.45965 -2.14336
H 2.28365 3.21953 -1.73038
H 0.54382 4.55226 0.09812
H -0.26448 5.77841 -0.85252
H 0.17319 2.93361 -1.86413
H -1.27247 3.43195 -0.98784
H -0.88095 4.18256 -2.58167
H 0.67129 6.58989 -2.79296
H 1.12744 5.14730 -3.60834
H 3.40767 5.91026 -3.84408
H 3.30692 6.97947 -2.45839
H 2.47317 7.35616 -3.98108
C -0.67259 -5.96509 -0.12244
C -1.19692 -4.55524 -0.30436
N -0.23430 -3.45349 -0.02105
C 0.29680 -3.52897 1.36554
C -0.77664 -3.69069 2.44129
C 0.94940 -3.50517 -0.89748
C 0.70141 -3.13817 -2.34636
H -0.46142 -6.24333 0.91317
H 0.17091 -6.25473 -0.74521
H -1.48896 -6.65280 -0.38056
H -1.54594 -4.39926 -1.32327
H -2.06219 -4.38876 0.33885
H 1.05006 -4.31662 1.48198
H 0.81809 -2.58875 1.54604
H -1.61812 -3.01381 2.29942
H -1.13125 -4.72235 2.46290
H -0.32294 -3.49272 3.41249
H 1.42384 -4.48940 -0.84822
H 1.66410 -2.78169 -0.49650
H 0.37677 -2.10297 -2.47766
H -0.06577 -3.75940 -2.81223
H 1.62919 -3.23894 -2.91147
O 1.15509 0.87243 2.60242
S -0.21080 0.60256 2.29183
O -0.52495 -0.61682 1.63409
O -1.04823 0.55797 3.62303
C -0.65243 1.43022 4.69195
C -1.86160 1.71221 5.54967
C -0.92051 1.94618 1.43159
H -0.23618 2.36346 4.29534
H 0.16776 0.99208 5.26429
H -1.54038 2.16269 6.48711
H -2.42064 0.79413 5.71768
H -2.51561 2.43625 5.06195
H -0.71514 2.83203 2.03666
H -1.99050 1.84681 1.29056
H -0.36246 1.99488 0.49836
O 4.18013 -2.99298 3.03393
S 4.38188 -1.59584 2.87120
O 5.69856 -1.04738 2.85635
O 3.65847 -1.20415 1.51092
C 3.88659 0.13195 1.00555
C 3.04554 0.30767 -0.23508
C 3.42615 -0.73789 4.07596
H 4.94455 0.25054 0.77700
H 3.58625 0.86932 1.75033
H 3.17260 -0.54383 -0.90761
H 3.34895 1.17853 -0.81615
H 1.98728 0.42541 -0.00307
H 3.87046 -0.96711 5.04175
H 2.41533 -1.13784 4.04825
H 3.40876 0.31923 3.84210
O -2.33112 -2.19280 -2.10446
S -2.63059 -1.91084 -3.48178
O -1.93203 -2.58408 -4.50594
O -4.15537 -2.18941 -3.76043
C -5.09609 -2.04872 -2.66874
C -5.25265 -3.32748 -1.87786
C -2.51097 -0.17393 -3.68489
H -6.05175 -1.83211 -3.14775
H -4.87047 -1.18403 -2.04072
H -4.38620 -3.55334 -1.26070
H -5.40286 -4.16990 -2.55901
H -6.10273 -3.30800 -1.19692
H -3.13523 0.28767 -2.92608
H -2.78024 0.07883 -4.70433
H -1.45646 0.02797 -3.49370

Cartesian forces, eV/Å:
-0.199 0.941 -0.541
0.734 -0.372 -0.276
-0.370 -0.163 0.038
-0.413 0.105 0.173
-0.001 0.228 -0.030
0.404 -0.228 -0.039
-0.182 -0.221 0.162
0.367 -0.379 -0.129
-0.180 -0.327 0.042
0.377 0.389 0.061
-0.340 -0.194 0.269
0.666 0.305 0.386
-0.630 0.160 -0.539
0.571 -0.104 -0.650
-0.127 0.109 -0.097
-0.069 0.005 0.080
-0.066 0.102 0.023
0.107 0.178 0.135
-0.007 0.068 0.007
-0.062 -0.036 -0.028
-0.019 -0.003 0.023
-0.139 -0.062 -0.155
-0.266 0.036 -0.243
-0.200 -0.211 -0.049
0.017 -0.084 0.402
0.258 -0.067 0.021
-0.054 -0.064 0.159
-0.195 0.089 0.132
-0.037 0.070 0.124
-0.632 -0.871 0.195
0.238 0.395 -0.049
0.205 -0.379 0.414
-0.283 0.349 0.586
0.308 -0.282 -0.205
0.312 0.449 -0.470
-0.339 0.079 -0.324
0.267 0.356 -0.008
0.070 0.233 -0.035
0.092 0.144 -0.183
0.006 -0.108 -0.034
0.005 -0.058 -0.010
-0.098 -0.109 -0.247
0.119 -0.050 -0.086
-0.022 0.006 0.010
-0.201 0.088 0.051
-0.028 0.069 0.016
-0.018 -0.023 0.158
0.026 -0.100 0.121
0.047 0.029 0.272
0.170 -0.109 -0.051
-0.017 -0.155 0.018
0.277 0.237 0.008
-0.391 0.441 0.271
-0.082 -0.879 0.055
-0.028 -0.231 -0.059
0.430 0.774 0.492
-0.036 0.181 -0.268
0.495 0.586 0.252
-0.156 -0.093 -0.126
-0.173 -0.365 -0.118
-0.027 -0.163 0.120
0.012 0.021 0.220
-0.076 -0.132 -0.058
0.076 0.021 -0.087
0.000 -0.434 -0.146
-0.196 -0.015 -0.125
-0.143 -0.348 -0.030
-0.148 0.327 -0.296
0.306 0.136 0.068
-0.106 -0.121 0.253
0.034 0.425 -0.439
-0.164 -0.207 -0.290
-0.261 -0.353 0.023
0.042 -0.101 0.148
0.093 -0.060 0.121
-0.098 -0.056 0.110
0.149 0.145 0.225
-0.024 -0.199 -0.054
0.123 0.196 -0.003
-0.013 0.010 -0.077
0.106 0.112 0.158
-0.227 -0.461 0.308
-0.621 0.837 -0.095
0.550 -0.455 -0.550
0.119 -0.124 0.312
-1.015 -0.010 0.399
0.350 -0.576 0.071
0.381 -0.296 -0.030
0.175 0.092 -0.223
0.288 -0.095 -0.039
0.147 0.138 -0.041
-0.023 0.113 -0.037
-0.098 0.349 -0.113
0.010 0.190 -0.005
-0.156 0.033 -0.023
-0.077 0.185 0.122

Here are the Mulliken charges for atoms 1 to 6, given in e: 1.15 0.89 -0.62 -0.66 -0.51 -0.38


no.,calculated total energy (a.u.)
1,-3563.9043
2,-1694.2524
3,-4321.0056